--- A ---
ORCA calculation (ωB97M-V/def2-TZVPD) on one molecule with the formula C3H6N2O2.

```
13
Properties=species:S:1:pos:R:3
N 2.18407 -0.52310 -0.03394
C 1.41299 0.62540 -0.14076
N 0.15963 0.90386 0.00491
C -0.66792 -0.35220 0.31393
C -2.22071 -0.02570 -0.01495
O -2.89786 -1.07351 -0.22494
O -2.53545 1.26212 -0.08165
H 3.17686 -0.41738 -0.07561
H 1.94726 -1.38380 -0.52219
H 2.25924 1.40222 -0.46241
H -0.66526 -1.06157 -0.36570
H -0.52131 -0.87343 1.31223
H -1.63154 1.51710 0.29107
```

Values from the calculation:
**Total charge**: 0
**E_LUMO**: 0.51 eV
**HOMO level**: -9.95 eV
**Orbital gap**: 10.45 eV

Results of the natural (NBO) charge analysis, in e, for atoms 1 through 8: N -0.8407; C 0.3257; N -0.5322; C -0.3886; C 0.7718; O -0.6094; O -0.6364; H 0.3895


--- B ---
ORCA calculation (ωB97M-V/def2-TZVPD) on C3H6N2O2 as an isolated structure.

```
13
Properties=species:S:1:pos:R:3
N 0.32336 -0.66864 -1.57187
C 0.29086 -0.03346 -0.29140
O 1.61853 0.20081 0.10108
C -0.66283 1.15863 -0.21564
O -1.08728 0.82711 1.10412
C -0.52441 -0.42050 1.08634
N -0.69870 -1.17794 2.07515
H 1.27545 -0.76842 -1.91135
H -0.21900 -0.16829 -2.26846
H -1.50177 1.02261 -0.90806
H -0.23245 2.15723 -0.29026
H 1.69154 -0.03327 1.03395
H -0.27330 -2.09587 2.05641
```

Values from the calculation:
**Total charge**: 0
**E_LUMO**: 0.79 eV
**HOMO level**: -9.49 eV
**Orbital gap**: 10.28 eV

Results of the natural (NBO) charge analysis, in e, for atoms 1 through 8: N -0.8371; C 0.3383; O -0.7035; C -0.1117; O -0.4877; C 0.4931; N -0.6768; H 0.3898


--- C ---
ORCA calculation (ωB97M-V/def2-TZVPD) on one molecule with the formula C3H6N2O2.

```
13
Properties=species:S:1:pos:R:3
C 1.89716 0.16892 -0.13962
C 0.80338 1.07753 0.06163
C -0.65504 0.48690 -0.31553
N -0.69778 -0.93393 -0.28527
N 0.40366 -1.69442 -0.61439
O 3.03165 -0.01862 -0.00629
O 0.40500 -2.71394 0.37247
H 0.66096 1.37871 1.04511
H 0.76372 2.12159 -0.32946
H -1.48476 0.99631 0.33336
H -0.85479 0.75231 -1.41424
H -1.10322 -1.13832 0.65712
H 0.58400 -3.39706 -0.25261
```

Values from the calculation:
**Total charge**: 0
**E_LUMO (spin up / spin down)**: 0.64 / 0.56 eV
**HOMO level (spin up / spin down)**: -6.78 / -7.39 eV
**Orbital gap (spin up / spin down)**: 7.42 / 7.95 eV

Results of the natural (NBO) charge analysis, in e, for atoms 1 through 8: C 0.6431; C -0.6394; C -0.2029; N -0.4663; N -0.0578; O -0.4530; O -0.5903; H 0.2605


--- D ---
ORCA calculation (ωB97M-V/def2-TZVPD) on a 2-piece molecular cluster, C3H6N2O2 overall.

```
13
Properties=species:S:1:pos:R:3
C -0.95357 1.16908 -0.08995
C -1.61996 -0.24459 0.19737
C 0.40512 -0.65167 0.02666
H 2.42063 0.77142 0.80620
H -1.46006 2.04692 0.47900
H -1.08856 1.30958 -1.14294
H -1.91990 -0.43046 1.18849
H -2.69051 -0.23528 -0.16820
H 1.53390 -2.31218 -0.41375
N 0.23629 0.72104 0.26115
N 1.52217 -1.32780 0.12699
O 1.33383 1.41778 -0.23455
O -0.84561 -1.23524 -0.29924
```

Values from the calculation:
**Total charge**: 0
**E_LUMO**: -0.89 eV
**HOMO level**: -8.88 eV
**Orbital gap**: 8.00 eV

Results of the natural (NBO) charge analysis, in e, for atoms 1 through 8: C -0.2241; C -0.0822; C 0.6694; H 0.4576; H 0.2092; H 0.1801; H 0.1770; H 0.1855


Preferred: B; penalty for the next structure: 2.4 kcal/mol.